# C29H49AsIrN10Se

C29H49AsIrN10Se as an isolated structure at a distorted geometry (ωB97M-V with the def2-TZVPD basis set, OMol25).

XYZ file:
```
91
Properties=species:S:1:pos:R:3:forces:R:3:lowdin_charge:R:1
Ir 0.084602 -0.589071 0.093890 -0.38 -0.50 0.39 1.373
N -0.095961 0.760945 1.708723 0.07 -0.42 -0.06 -0.110
C 0.854084 1.887310 1.873486 0.05 0.06 0.10 -0.214
C 2.258248 1.411698 2.163596 0.02 0.12 -0.05 -0.160
C 2.909695 0.821286 0.939034 0.08 0.02 0.17 -0.202
N 2.257231 -0.459977 0.583913 -0.25 -0.14 -0.65 -0.043
H -1.042737 1.186282 1.606376 0.07 0.26 -0.04 0.042
H -0.089021 0.220981 2.575523 -0.01 -0.01 -0.02 0.109
H 0.513698 2.526617 2.689940 -0.19 -0.07 -0.01 0.143
H 0.830685 2.471685 0.950000 -0.03 0.03 0.01 0.079
H 2.243779 0.673860 2.974070 0.07 0.07 0.05 0.136
H 2.859340 2.247199 2.523868 -0.03 0.00 0.00 0.142
H 3.971633 0.658285 1.130123 -0.01 -0.16 -0.08 0.145
H 2.820366 1.498390 0.087569 -0.01 -0.02 -0.03 0.097
H 2.384471 -1.114776 1.354133 0.07 -0.03 -0.03 0.122
H 2.742391 -0.868537 -0.208929 0.14 -0.04 0.11 0.081
Se 0.737793 -8.116767 1.957583 0.00 -0.07 0.01 1.317
N -0.189119 -6.772330 2.632405 -0.11 -0.02 0.06 -0.190
C 0.047350 -5.725770 1.884522 0.11 0.12 -0.18 -0.336
C -0.556938 -4.418137 2.104221 -0.10 -0.20 0.07 -0.047
C -1.487528 -4.165935 3.116101 0.04 -0.01 0.00 0.080
C -2.047101 -2.907036 3.214105 -0.03 -0.06 -0.03 0.021
C -1.631465 -1.918615 2.332428 0.04 -0.14 0.02 -0.109
N -0.719894 -2.141039 1.378607 -0.13 1.20 0.68 -0.041
C -0.203415 -3.380403 1.244350 -0.02 -0.01 -0.04 -0.143
C 0.729060 -3.572228 0.163157 0.12 0.04 -0.06 -0.131
N 1.024985 -2.485000 -0.590039 -0.77 0.35 0.01 -0.037
C 1.908183 -2.609295 -1.581121 0.05 -0.09 -0.06 -0.115
C 2.539229 -3.812136 -1.873159 0.00 -0.02 0.07 0.024
C 2.240575 -4.928537 -1.117805 -0.04 -0.03 -0.02 0.077
C 1.311941 -4.815668 -0.080400 0.10 -0.20 0.02 -0.048
C 0.948746 -5.928642 0.788005 -0.11 0.18 0.12 -0.337
N 1.421611 -7.140979 0.652918 0.11 -0.01 -0.06 -0.192
H -1.751128 -4.965839 3.797771 -0.05 0.02 -0.02 0.148
H -2.797291 -2.685866 3.961141 0.03 0.03 0.01 0.138
H -2.038232 -0.916068 2.395931 -0.01 -0.02 0.03 0.099
H 2.118198 -1.724046 -2.166585 -0.02 -0.03 -0.01 0.101
H 3.257596 -3.861106 -2.680128 -0.02 0.03 0.00 0.137
H 2.711302 -5.886766 -1.302292 0.00 0.01 -0.02 0.147
C -3.188593 2.949152 2.385395 0.07 -0.08 0.00 -0.026
C -3.462711 2.396704 0.990485 -0.19 0.31 -0.22 -0.583
C -3.971503 3.512893 0.079344 -0.07 -0.09 0.00 -0.024
C -4.479804 1.265101 1.060217 0.14 -0.07 -0.08 -0.026
N -2.141108 1.904771 0.440919 0.20 -0.10 1.05 -0.066
N -2.027865 0.674687 -0.205214 0.59 -1.29 -0.59 -0.002
H -4.108422 3.342349 2.817092 0.02 0.02 -0.01 0.109
H -2.466073 3.768511 2.355154 0.01 -0.05 0.01 0.092
H -2.819993 2.167176 3.056154 0.00 0.03 0.00 0.085
H -4.904236 3.914453 0.475361 0.00 0.03 -0.04 0.110
H -4.166919 3.146115 -0.930841 0.00 0.02 0.00 0.091
H -3.258418 4.341163 0.034024 -0.01 -0.03 0.00 0.087
H -5.360245 1.628055 1.587464 -0.01 -0.02 -0.01 0.118
H -4.113629 0.401094 1.628193 -0.04 0.03 0.05 0.082
H -4.814239 0.941150 0.071141 0.00 -0.02 0.02 0.098
H -1.581020 2.618025 -0.005866 -0.17 -0.02 -0.24 0.120
H -2.029102 0.746067 -1.220333 -0.16 0.03 -0.02 0.084
H -2.816894 0.097680 0.078333 -0.08 0.03 -0.07 0.081
C 1.986909 5.556766 -0.031882 0.00 -0.08 0.02 -0.129
C 1.045063 5.274305 -1.195871 0.03 0.04 0.33 -0.373
As 1.215757 3.516052 -2.021732 0.36 0.83 -0.61 1.368
C 3.089668 3.351620 -2.584687 0.03 -0.22 0.02 -0.373
C 3.254749 3.526339 -4.094479 0.02 0.03 0.00 -0.123
C 0.090740 3.608973 -3.604527 -0.45 -0.30 0.03 -0.386
C -1.396000 3.411979 -3.308231 0.07 0.01 0.02 -0.142
H 1.775712 6.550988 0.360570 0.01 0.02 -0.03 0.101
H 3.033340 5.546079 -0.332906 0.00 0.00 0.00 0.076
H 1.855107 4.853024 0.791920 -0.03 0.01 -0.01 0.061
H 1.270550 5.926274 -2.050574 -0.05 -0.04 -0.04 0.106
H 0.001996 5.439386 -0.925688 -0.03 -0.05 -0.07 0.078
H 3.486775 2.390564 -2.256293 0.01 0.01 0.03 0.061
H 3.603983 4.127646 -2.016053 -0.02 0.00 0.03 0.075
H 2.870743 2.676717 -4.657690 -0.05 0.02 0.01 0.075
H 4.323210 3.594533 -4.306263 0.00 0.01 0.02 0.105
H 2.794063 4.439752 -4.468610 0.02 0.00 0.01 0.086
H 0.441200 2.875356 -4.327973 0.10 0.03 0.01 0.069
H 0.276892 4.609418 -4.006098 0.10 -0.01 0.02 0.100
H -1.592844 2.391125 -2.968864 -0.02 0.01 0.01 0.046
H -1.970871 3.568161 -4.220320 0.00 0.01 0.00 0.099
H -1.771116 4.119391 -2.567025 0.00 -0.01 0.01 0.068
C -2.284682 -2.048828 -1.992387 0.09 -0.01 -0.07 0.019
C -1.128370 -1.365617 -2.637299 -0.04 0.19 0.09 -0.360
N -0.240514 -0.540888 -2.064160 0.85 0.47 -0.24 -0.109
C 0.613028 -0.110345 -3.079808 -0.21 0.18 0.19 -0.164
C 0.228518 -0.662745 -4.251084 -0.03 0.02 -0.11 -0.023
N -0.864417 -1.440053 -3.949703 0.07 -0.01 -0.03 0.160
H -2.231632 -1.932975 -0.912480 -0.01 -0.09 0.02 0.044
H -2.297238 -3.113601 -2.228228 0.02 0.01 0.01 0.111
H -3.224373 -1.626099 -2.354798 0.00 -0.02 0.01 0.110
H 1.426495 0.566909 -2.881276 0.03 -0.05 -0.01 0.087
H 0.619547 -0.570528 -5.251052 -0.03 -0.04 0.01 0.145
H -1.382291 -1.998152 -4.616434 -0.05 0.03 0.01 0.195
```
Forces are in eV/Å.

Values from the calculation:
HOMO (alpha / beta) (eV): -18.1 / -18.1
LUMO (alpha / beta) (eV): -11.80 / -13.39
Multiplicity: 2
Charge: +4
⟨S²⟩: 0.76